# 1
C6H13NO | wB97M-V/def2-TZVPD

The total energy is -366.35733 a.u. Its HOMO energy is -8.08 eV. For the LUMO energy, the calculation gives 0.03591 Eh. Its energy relative to the best compared isomer or geometry (same formula, charge and spin) is 201.03 kJ/mol. The value obtained for the molecular weight is 115.2 g mol⁻¹. For the strongest force on any atom, the calculation gives 0.89 eV/Å. The charge is 0. As for the SMILES: C=CNC/C=C/C.O.

Atoms and positions in Å:
C -2.494 1.127 0.518
C -1.633 0.929 -0.480
N -1.556 -0.214 -1.252
C -0.288 -0.506 -1.894
C 0.870 -0.744 -0.967
C 0.806 -1.050 0.315
C 1.985 -1.295 1.212
H -3.305 0.446 0.740
H -2.520 2.014 1.133
H -0.899 1.675 -0.759
H -2.101 -1.007 -0.959
H -0.425 -1.373 -2.538
H -0.065 0.311 -2.576
H 1.843 -0.507 -1.388
H -0.149 -1.337 0.749
H 1.827 -0.881 2.205
H 2.129 -2.376 1.311
H 2.926 -0.877 0.861
O 1.343 2.023 1.079
H 0.699 2.525 1.588
H 1.007 1.118 1.105

How is the electron density shared among the atoms? According to Mulliken, the charges in e are: C -0.88; C 0.04; N -0.30; C -0.85; C 0.11; C -0.29; C -1.21; H 0.23; H 0.26; H 0.35; H 0.27; H 0.39; H 0.34; H 0.26; H 0.24; H 0.35; H 0.39; H 0.32; O -0.63; H 0.31; H 0.29

# 2
C6H13NO | wB97M-V/def2-TZVPD

The total energy is -366.32945 a.u. Its HOMO energy is -8.65 eV. For the LUMO energy, the calculation gives 0.03168 Eh. Its energy relative to the best compared isomer or geometry (same formula, charge and spin) is 274.23 kJ/mol. The value obtained for the molecular weight is 115.2 g mol⁻¹. For the strongest force on any atom, the calculation gives 5.28 eV/Å. The charge is 0. As for the SMILES: C=C(C)N(C)[C@H](C)O.

Atoms and positions in Å:
C 2.263 -0.654 0.574
C 1.391 0.245 0.115
C 1.805 1.546 -0.502
N -0.213 0.101 0.217
C -0.817 0.068 1.542
C -0.741 -0.629 -0.848
C -2.378 -0.052 -0.959
O -0.756 -1.999 -0.655
H 1.945 -1.618 0.955
H 3.336 -0.473 0.553
H 1.310 2.383 0.002
H 2.885 1.718 -0.414
H 1.536 1.581 -1.562
H -0.069 0.300 2.305
H -1.591 0.837 1.599
H -1.262 -0.905 1.779
H -0.279 -0.408 -1.811
H -2.443 1.036 -0.926
H -2.980 -0.511 -0.173
H -2.733 -0.416 -1.925
H -0.210 -2.150 0.133

How is the electron density shared among the atoms? According to Mulliken, the charges in e are: C -0.96; C 0.59; C -1.19; N 0.09; C -0.95; C 0.04; C -1.20; O -0.55; H 0.21; H 0.29; H 0.28; H 0.42; H 0.25; H 0.40; H 0.23; H 0.34; H 0.30; H 0.32; H 0.31; H 0.40; H 0.38

# 3
C6H13NO | wB97M-V/def2-TZVPD

The total energy is -366.20710 a.u. Its HOMO energy is -7.41 eV. For the LUMO energy, the calculation gives 0.02916 Eh. Its energy relative to the best compared isomer or geometry (same formula, charge and spin) is 595.47 kJ/mol. The value obtained for the molecular weight is 115.2 g mol⁻¹. For the strongest force on any atom, the calculation gives 4.70 eV/Å. The charge is 0.

Atoms and positions in Å:
C 1.034 -1.757 0.337
O -0.101 -2.434 0.738
H -0.593 -1.878 1.367
H 1.478 -2.246 -0.523
H 1.757 -1.547 1.131
H 0.637 -0.496 0.356
C -0.662 -0.255 -1.758
C -0.617 0.859 0.728
C 0.335 0.307 -0.786
N 0.105 1.833 1.346
C -1.726 0.273 1.201
C 1.355 1.095 -1.191
H -0.277 2.290 2.161
H 0.953 2.134 0.876
H -1.156 -1.138 -1.358
H -1.439 0.472 -1.991
H -0.175 -0.524 -2.697
H -2.148 0.537 2.167
H -2.278 -0.462 0.637
H 2.145 1.448 -0.545
H 1.373 1.489 -2.196

How is the electron density shared among the atoms? According to Mulliken, the charges in e are: C -0.50; O -0.52; H 0.36; H 0.31; H 0.33; H 0.16; C -1.49; C 0.68; C 0.95; N -0.32; C -1.50; C -1.22; H 0.20; H 0.16; H 0.34; H 0.36; H 0.45; H 0.28; H 0.35; H 0.37; H 0.23

# 4
C6H13NO2 | wB97M-V/def2-TZVPD

The total energy is -441.56743 a.u. Its HOMO energy is -8.00 eV. For the LUMO energy, the calculation gives 0.02334 Eh. Its energy relative to the best compared isomer or geometry (same formula, charge and spin) is 295.57 kJ/mol. The value obtained for the molecular weight is 131.2 g mol⁻¹. For the strongest force on any atom, the calculation gives 2.78 eV/Å. The charge is 0.

Atoms and positions in Å:
C 0.685 0.034 -0.114
C -0.516 -0.787 -0.552
C 1.865 -0.859 0.294
C -1.793 -0.077 -0.887
C 0.051 0.754 1.113
N -0.211 2.066 0.844
C -0.297 0.098 2.233
O 1.025 0.892 -1.136
O 0.199 -1.095 -2.215
H 0.843 0.054 -2.059
H -0.507 -1.210 -2.859
H -0.639 -1.738 -0.032
H 0.287 2.422 0.036
H -0.415 2.678 1.616
H 1.597 -1.569 1.074
H 2.672 -0.220 0.646
H 2.200 -1.410 -0.583
H -2.440 -0.730 -1.475
H -1.574 0.827 -1.451
H -2.331 0.180 0.026
H -0.627 0.635 3.110
H -0.073 -0.945 2.372

How is the electron density shared among the atoms? According to Mulliken, the charges in e are: C 1.64; C 0.07; C -1.64; C -1.37; C 0.20; N -0.38; C -1.27; O -0.89; O -0.69; H 0.50; H 0.30; H 0.38; H 0.24; H 0.22; H 0.27; H 0.39; H 0.36; H 0.47; H 0.33; H 0.34; H 0.29; H 0.23

# 5
C6H13NO2 | wB97M-V/def2-TZVPD

The total energy is -441.45977 a.u. Its HOMO energy (spin up / spin down) is -6.47 / -6.47 eV. For the LUMO energy (spin up / spin down), the calculation gives 0.02459 / 0.02457 Eh. Its energy relative to the best compared isomer or geometry (same formula, charge and spin) is 578.23 kJ/mol. The value obtained for the molecular weight is 131.2 g mol⁻¹. For the strongest force on any atom, the calculation gives 5.76 eV/Å. The charge is 0.

Atoms and positions in Å:
C -2.179 -1.335 0.716
C -0.479 -0.210 0.657
C -0.985 0.191 -0.609
C 1.348 -0.001 0.112
C 1.796 1.434 0.236
C 1.765 -0.687 -1.170
N -1.335 1.482 -0.845
O -0.683 -1.544 0.885
O -2.782 -1.263 1.980
H -2.474 -2.013 2.516
H -2.510 -2.206 0.138
H -0.569 0.475 1.503
H -0.878 -0.450 -1.476
H 1.667 -0.592 0.971
H -1.833 2.022 -0.150
H -1.287 1.857 -1.779
H 2.891 1.503 0.247
H 1.431 2.048 -0.594
H 1.445 1.893 1.166
H 2.853 -0.829 -1.194
H 1.499 -0.101 -2.056
H 1.301 -1.672 -1.255

How is the electron density shared among the atoms? According to Mulliken, the charges in e are: C -0.33; C 0.03; C -0.27; C 0.30; C -1.33; C -1.42; N -0.35; O -0.44; O -0.48; H 0.30; H 0.25; H 0.44; H 0.44; H 0.31; H 0.22; H 0.23; H 0.40; H 0.26; H 0.36; H 0.41; H 0.31; H 0.34

# 6
C6H13NO2 | wB97M-V/def2-TZVPD

The total energy is -441.65577 a.u. Its HOMO energy is -9.32 eV. For the LUMO energy, the calculation gives 0.02511 Eh. Its energy relative to the best compared isomer or geometry (same formula, charge and spin) is 63.64 kJ/mol. The value obtained for the molecular weight is 131.2 g mol⁻¹. For the strongest force on any atom, the calculation gives 3.46 eV/Å. The charge is 0. As for the SMILES: C[C@@H]1CC(=O)N(C)C1.O.

Atoms and positions in Å:
C -2.570 0.325 0.233
C -1.302 -0.125 -0.474
C -0.661 -1.389 0.115
C 0.829 -1.235 -0.111
O 1.624 -2.129 -0.373
N 1.052 0.156 -0.434
C 2.234 0.639 -1.105
C -0.179 0.929 -0.439
H -2.370 0.522 1.297
H -2.967 1.247 -0.216
H -3.349 -0.448 0.169
H -1.532 -0.331 -1.530
H -0.829 -1.463 1.201
H -1.034 -2.316 -0.337
H 2.537 1.613 -0.692
H 3.044 -0.087 -0.974
H 2.042 0.756 -2.182
H -0.232 1.609 -1.302
H -0.232 1.549 0.472
O 1.598 -0.121 2.434
H 1.614 0.375 1.517
H 0.683 -0.075 2.729

How is the electron density shared among the atoms? According to Mulliken, the charges in e are: C -1.56; C 0.58; C -0.66; C 0.66; O -0.64; N -0.06; C -1.07; C -0.75; H 0.37; H 0.37; H 0.37; H 0.25; H 0.27; H 0.34; H 0.32; H 0.35; H 0.35; H 0.30; H 0.24; O -0.66; H 0.33; H 0.30

# 7
C6H13NO2 | wB97M-V/def2-TZVPD

The total energy is -441.65802 a.u. Its HOMO energy is -9.17 eV. For the LUMO energy, the calculation gives 0.02514 Eh. Its energy relative to the best compared isomer or geometry (same formula, charge and spin) is 57.72 kJ/mol. The value obtained for the molecular weight is 131.2 g mol⁻¹. For the strongest force on any atom, the calculation gives 2.30 eV/Å. The charge is 0. As for the SMILES: CC[C@H](C)[C@H](N)C(=O)O.

Atoms and positions in Å:
C -3.184 0.259 0.038
C -1.758 0.572 -0.440
C -0.765 -0.583 -0.154
C -0.653 -0.936 1.316
C 0.627 -0.364 -0.779
N 1.307 -1.587 -0.794
C 1.417 0.774 -0.044
O 1.023 1.914 -0.169
O 2.379 0.441 0.830
H -3.183 0.373 1.110
H -3.561 -0.686 -0.251
H -3.801 1.076 -0.342
H -1.407 1.484 0.002
H -1.735 0.826 -1.529
H -1.116 -1.457 -0.726
H -0.227 -0.112 1.945
H -1.638 -1.233 1.700
H -0.005 -1.799 1.418
H 0.489 0.041 -1.735
H 1.927 -1.814 -1.546
H 1.181 -2.264 -0.031
H 2.604 -0.498 0.639

How is the electron density shared among the atoms? According to Mulliken, the charges in e are: C -1.42; C -0.53; C 0.31; C -1.52; C 0.20; N -0.59; C 0.16; O -0.57; O -0.49; H 0.36; H 0.35; H 0.41; H 0.33; H 0.37; H 0.22; H 0.27; H 0.45; H 0.43; H 0.53; H 0.17; H 0.17; H 0.38

# 8
C6H13NO2 | wB97M-V/def2-TZVPD

The total energy is -441.58539 a.u. Its HOMO energy is -9.85 eV. For the LUMO energy, the calculation gives 0.02238 Eh. Its energy relative to the best compared isomer or geometry (same formula, charge and spin) is 248.41 kJ/mol. The value obtained for the molecular weight is 131.2 g mol⁻¹. For the strongest force on any atom, the calculation gives 5.57 eV/Å. The charge is 0. As for the SMILES: CC[C@H](C)[C@H](N)C(=O)O.

Atoms and positions in Å:
C 0.688 3.080 -0.553
C -0.428 2.114 -0.273
C -0.035 0.714 0.329
C 0.970 0.809 1.551
C 0.252 -0.545 -0.352
N -0.386 -0.438 -1.688
C -0.315 -1.811 0.320
O 0.327 -2.149 1.307
O -1.248 -2.493 -0.320
H 1.321 2.746 -1.290
H 0.175 4.069 -1.055
H 1.489 3.455 0.099
H -0.957 1.670 -1.135
H -1.110 2.519 0.426
H -0.843 0.499 1.014
H 1.386 -0.212 1.665
H 0.425 1.092 2.402
H 1.693 1.598 1.325
H 1.277 -0.914 -0.384
H -0.038 -1.142 -2.293
H 0.050 0.432 -2.063
H -1.592 -1.784 -0.918

How is the electron density shared among the atoms? According to Mulliken, the charges in e are: C -1.21; C -0.72; C 0.60; C -1.44; C 0.10; N -0.97; C 0.36; O -0.57; O -0.51; H 0.39; H 0.27; H 0.37; H 0.50; H 0.34; H 0.15; H 0.41; H 0.35; H 0.30; H 0.39; H 0.23; H 0.24; H 0.43

# 9
C6H13NO2S | wB97M-V/def2-TZVPD

The total energy is -839.64271 a.u. Its HOMO energy (spin up / spin down) is -7.16 / -8.67 eV. For the LUMO energy (spin up / spin down), the calculation gives -0.03415 / 0.01536 Eh. Its energy relative to the best compared isomer or geometry (same formula, charge and spin) is 525.90 kJ/mol. The value obtained for the molecular weight is 163.2 g mol⁻¹. For the strongest force on any atom, the calculation gives 4.79 eV/Å. The charge is 0.

Atoms and positions in Å:
C 0.675 0.035 1.299
C 1.434 -0.634 0.126
C -0.691 0.800 0.777
C 1.861 0.052 -1.046
C 1.374 -2.106 0.221
C -0.495 2.132 0.232
N -3.225 0.222 -0.167
O -1.289 -0.056 -1.768
O -1.516 -1.703 0.120
S -1.631 -0.319 -0.373
H 0.443 -0.728 1.954
H 1.285 0.893 1.670
H 0.978 0.092 -1.652
H 2.732 -0.444 -1.509
H 2.211 0.996 -0.615
H 0.318 -2.446 0.438
H 2.058 -2.762 1.032
H 1.780 -2.531 -0.728
H -1.333 2.217 -0.555
H 0.319 2.294 -0.468
H -0.354 2.714 1.077
H -3.635 0.307 0.722
H -3.297 0.975 -0.788

How is the electron density shared among the atoms? According to Mulliken, the charges in e are: C -0.86; C 0.84; C 0.32; C -1.26; C -1.21; C -1.27; N -0.57; O -0.62; O -0.74; S 1.11; H 0.40; H 0.41; H 0.27; H 0.46; H 0.28; H 0.25; H 0.28; H 0.35; H 0.25; H 0.28; H 0.47; H 0.26; H 0.29

# 10
C6H13NO2S | wB97M-V/def2-TZVPD

The total energy is -839.73934 a.u. Its HOMO energy is -8.36 eV. For the LUMO energy, the calculation gives 0.02245 Eh. Its energy relative to the best compared isomer or geometry (same formula, charge and spin) is 272.22 kJ/mol. The value obtained for the molecular weight is 163.2 g mol⁻¹. For the strongest force on any atom, the calculation gives 5.18 eV/Å. The charge is 0. As for the SMILES: CC(S)=C(O)O.[H]/N=C\CC.

Atoms and positions in Å:
C 0.352 -0.890 2.755
C 1.078 -1.170 1.540
S 0.431 -2.489 0.548
C 2.282 -0.707 1.203
O 3.057 -0.949 0.135
O 3.096 0.073 2.046
H -0.693 -0.552 2.596
H 0.305 -1.828 3.406
H 0.870 -0.145 3.332
H 0.328 -3.605 1.410
H 2.750 -1.492 -0.566
H 3.496 0.811 1.540
H 0.172 -1.230 -2.190
N 0.674 -0.422 -2.059
C 0.094 0.591 -1.606
C -1.473 0.606 -1.220
C -2.203 2.088 -1.207
H 0.569 1.510 -1.294
H -1.929 -0.209 -1.976
H -1.575 0.351 -0.050
H -3.272 1.870 -1.414
H -2.166 2.544 -0.292
H -1.857 2.767 -1.886

How is the electron density shared among the atoms? According to Mulliken, the charges in e are: C -1.14; C 0.27; S -0.29; C 0.55; O -0.54; O -0.53; H 0.23; H 0.26; H 0.36; H 0.11; H 0.36; H 0.34; H 0.24; N -0.65; C 0.03; C -0.08; C -1.27; H 0.36; H 0.26; H 0.02; H 0.32; H 0.41; H 0.39

# 11
C6H13NO2S | wB97M-V/def2-TZVPD

The total energy is -839.69546 a.u. Its HOMO energy is -8.25 eV. For the LUMO energy, the calculation gives 0.02106 Eh. Its energy relative to the best compared isomer or geometry (same formula, charge and spin) is 387.41 kJ/mol. The value obtained for the molecular weight is 163.2 g mol⁻¹. For the strongest force on any atom, the calculation gives 5.05 eV/Å. The charge is 0.

Atoms and positions in Å:
C 1.563 -1.601 0.126
C 0.351 -0.158 0.509
C 1.350 0.740 -0.099
C 1.354 2.019 0.608
C -1.145 -0.549 -1.428
C -2.052 -0.256 0.874
N -0.943 -0.259 -0.004
O 3.971 -0.147 0.677
O 3.164 -0.600 -1.538
S 2.815 -0.296 -0.183
H 1.697 -2.306 0.913
H 1.121 -1.983 -0.779
H 0.382 -0.184 1.560
H 1.409 0.814 -1.214
H 2.231 2.694 0.448
H 1.212 1.805 1.685
H 0.507 2.531 0.192
H -0.198 -0.542 -1.886
H -1.662 -1.539 -1.641
H -1.921 0.102 -1.830
H -2.825 -1.154 0.773
H -1.702 -0.296 1.988
H -2.653 0.707 0.811

How is the electron density shared among the atoms? According to Mulliken, the charges in e are: C -0.70; C -1.16; C 0.51; C -1.33; C -1.08; C -0.85; N 0.31; O -0.66; O -0.64; S 1.06; H 0.39; H 0.34; H 0.65; H 0.31; H 0.36; H 0.32; H 0.38; H 0.39; H 0.29; H 0.35; H 0.25; H 0.25; H 0.28

- The highest energy relative to the best compared isomer or geometry (same formula, charge and spin) belongs to which entry?
  number 3